Record 1
DFT (ωB97M-V/def2-TZVPD) results for a structure of composition C40H54BrN9O6Re in a non-equilibrium geometry.

Kohn-Sham gap (alpha / beta)   6.56 / 7.18 eV
HOMO level (alpha / beta)   -12.329 / -12.883 eV

```
! RIJCOSX wB97M-V def2-TZVPD def2/J DEFGRID3
* xyz 2 2
H 2.11830 -2.91538 -3.86456
H -0.26249 -7.76459 -2.89190
C 5.14213 2.26423 -4.30825
C -1.68647 -3.28062 -1.04474
C 0.52654 -3.80368 -1.77762
N -1.31064 2.66832 -2.78308
O -0.78634 2.80888 2.76169
H 0.44092 4.21893 -1.42104
C -2.88233 -7.25585 -2.18090
H 4.90928 -0.82920 2.34679
H -1.97648 3.55644 0.93310
H -3.28767 -0.18229 2.68178
H 2.44065 -1.61200 -1.67475
H -3.10501 1.76327 -3.59038
H 3.81812 -2.64670 -1.28322
N -0.09249 3.34149 -4.76726
H 3.61927 -3.72201 -3.37196
C -0.19266 2.49517 -5.83640
N -2.81903 3.12358 0.58795
N -0.87851 1.18494 -1.23358
H 5.69866 0.41438 1.05031
Re 0.37906 0.00611 0.08964
H 4.38209 3.03614 -4.20829
C -3.90226 1.57534 3.73039
H -1.40762 -0.47621 4.70542
C 5.06751 1.48399 -2.06970
H -2.20550 -5.35988 -5.00503
H 2.28447 -5.01816 -0.08437
H -0.75155 4.62665 -3.32268
C -0.91627 0.99077 -7.49667
H 3.13226 1.44930 -3.04648
O 0.14074 -1.65902 -0.74218
C 2.07889 -3.75155 -1.85059
H -3.63302 -0.43383 4.36912
C -3.14601 0.25376 3.67631
H 3.36479 -1.35408 3.03415
C 3.70550 1.22608 -2.15455
H -3.61903 -5.23346 -3.94112
H -3.26422 -4.61648 -1.53364
C 2.52747 -3.77239 -3.32022
H -0.40631 -1.47401 2.17458
H 2.21760 -4.68228 -3.83729
C 1.09456 2.46473 -6.34315
H 3.84992 0.34319 3.13467
H 5.92692 2.60092 -4.97210
C 3.02207 0.69010 -1.07298
C 3.72357 0.35515 0.12818
C -2.31687 1.71924 -2.85502
H -2.02639 3.88686 -4.30180
C -2.20923 -4.40293 -1.64522
H 1.15433 2.90551 -0.49703
H -3.23369 -8.15493 -2.69349
C -2.83030 -5.90618 -4.29214
N -4.59980 1.70291 0.94229
C 2.61908 -4.99862 -1.12618
C 1.40544 1.70783 -7.47642
H -3.76560 -6.69626 -1.86095
C -0.45077 2.32076 -1.79289
N 1.90479 3.27817 -5.55661
H 0.57890 0.38294 -8.92460
C -0.61586 0.42113 2.95900
H -1.68577 0.38996 -7.96603
H -2.24528 1.75875 -5.99532
H 6.84506 1.40392 -0.84549
H -4.97179 1.42332 3.59316
C -0.90245 -7.36194 -3.68343
C -1.98564 -6.43857 -3.12320
H 0.35744 0.22479 3.41341
H -2.98880 3.11036 -0.40425
C 0.73355 3.16712 -1.45654
H 2.28999 -5.92440 -1.60183
H -3.30414 -6.73781 -4.82269
H -1.37856 -8.20623 -4.18573
C -1.65971 0.37182 4.06815
C -1.08077 3.71192 -3.79888
N -0.77647 -0.57502 1.87651
C 5.78307 1.19009 -0.88237
C -0.04574 -4.92444 -2.38987
C -1.38902 -5.24316 -2.37924
O 1.70164 0.54386 -1.25780
O 0.27482 1.68549 1.15345
O 5.78356 2.00970 -3.04334
H 0.62770 -5.59386 -2.90688
C 0.38727 0.97723 -8.04071
C 2.73242 -2.54440 -1.19302
C -2.03765 0.80758 -1.89927
H 2.48737 -2.49423 -0.13314
C 3.12141 -0.25869 1.24246
H -5.29742 1.31855 1.55437
H -2.33128 -7.56909 -1.28932
C 3.87225 -0.55232 2.50496
H -1.50449 1.26413 4.67931
C 5.12769 0.64354 0.16310
H -2.57051 -0.09091 -1.64802
C -3.60870 2.45620 1.43210
H -3.78385 2.03834 4.70635
H -4.81167 1.71906 -0.04117
O 1.88053 -0.62896 1.29595
C -1.23712 1.74737 -6.39249
C -0.33748 -2.89563 -1.14583
H 4.69698 1.34932 -4.69900
H -1.75283 -0.73378 1.67411
H -2.53320 2.99752 3.00128
H -0.27472 -6.85632 -4.42266
N -3.39849 2.54230 2.74085
Br -2.96790 -2.30204 -0.01120
H 2.40451 1.71864 -7.89523
C -0.40931 1.76140 2.29052
H 3.71371 -4.98753 -1.13626
N 1.19043 3.79263 -4.62891
H 1.50076 3.07548 -2.22514
*
```

***

Record 2
DFT (ωB97M-V/def2-TZVPD) results for a structure of composition C40H55Cl2FeN2O2 in a non-equilibrium geometry.

Kohn-Sham gap (alpha / beta)   5.67 / 5.81 eV
HOMO level (alpha / beta)   -3.070 / -3.299 eV

```
! RIJCOSX wB97M-V def2-TZVPD def2/J DEFGRID3
* xyz -1 5
H -4.96651 -3.27540 1.54143
Cl -0.31567 4.40872 2.90422
H -4.38636 -4.51222 2.65818
H -5.49837 -3.26087 3.22390
C -0.73549 -0.89821 -4.40855
H -2.92513 -1.98982 -3.03635
H -0.99735 -1.41722 2.69307
C 2.81635 2.96640 1.31939
H -0.95685 -4.19519 1.49608
H -1.86631 -5.43160 0.63020
C -0.12927 1.87451 1.90978
C 2.75714 -0.26394 -1.52783
C 3.09396 -0.49595 -0.18774
C -3.43940 1.61033 0.04717
C -1.10773 -1.44505 1.60791
H 0.62459 -2.67166 1.39633
H -2.53731 3.40351 0.85913
H 1.33148 3.41781 -2.35160
H 2.24121 3.82697 0.99950
C 3.15761 0.56360 0.71846
H 0.26145 -1.06539 -4.80998
C 0.04976 -5.00389 -3.59405
C -3.81367 -1.11108 2.70881
O -0.42344 2.35598 0.80691
C -0.91917 -5.21075 1.11824
H -2.37636 -1.43949 -1.44218
H -0.95243 0.16836 -4.45506
H -0.42086 -3.32248 -4.80257
H -5.33860 -1.18536 4.20049
C 3.44490 -1.89008 0.25627
H 4.11375 1.22788 2.52893
Cl 0.23143 2.15437 4.62404
C 0.18302 -5.46094 -2.29969
Fe -0.22730 0.10148 -0.09563
H 3.78824 -1.97093 -2.30688
H 1.00974 1.45145 -3.54001
N -2.08839 -0.73030 1.01758
H -5.34304 2.31925 1.82544
H 3.22239 -2.02423 1.31022
C -3.45843 -2.57093 2.92152
H 4.50740 -2.09863 0.10208
C -2.31142 -1.25801 -2.51235
H 0.19420 -6.47015 -0.14832
C -3.82656 0.89787 1.32745
H -6.19531 1.06740 3.75010
C -2.99668 -2.85824 4.35331
C -0.25908 -3.66645 -3.79286
C 1.76131 3.41049 -1.35778
C -0.20174 -2.19811 0.86536
H -4.60143 0.16330 -1.05777
H -2.62168 -3.87877 4.43613
C -0.59342 2.68903 3.16050
C 0.22908 -5.40675 0.12883
H -2.45712 1.22736 -0.27618
H -0.24523 -0.70145 -2.32892
H 2.56811 2.28238 -3.65486
H -2.65093 -2.84078 2.23719
C -3.33401 3.13144 0.17376
H 0.15119 -5.68063 -4.42983
H -3.82116 -2.73641 5.05442
C -0.85095 -1.37945 -2.96244
C 1.59675 -5.21418 0.79185
H -2.69431 -0.26297 -2.72628
C 2.86341 -1.42531 -2.48292
H 1.70239 -5.90842 1.62549
H 2.87070 -2.62051 -0.30489
H -2.20168 -2.17416 4.64347
C 0.08862 -4.64268 -1.18144
H 0.97038 3.68067 -0.66092
C -4.88538 1.37166 2.07560
H -5.44755 1.67856 -0.75427
H -0.79460 -5.89488 1.95848
H -1.45798 -1.40707 -5.04496
H 2.86137 -1.12032 -3.52297
H 2.54194 4.17020 -1.31554
H 4.40337 -0.45974 2.14619
N -0.36121 -2.27843 -0.46993
H -1.66830 2.54877 3.31642
C 2.37030 1.01981 -1.92846
H 1.72460 -4.20578 1.16807
C -5.38495 0.66701 3.15843
H 2.03215 -2.11563 -2.34457
C -4.65519 -3.46046 2.56665
C -0.17183 -3.24599 -1.37578
H 2.82340 0.05557 2.75696
C 2.29821 2.05414 -0.98059
O 0.45851 0.80723 2.11296
C 2.74139 1.83817 0.32616
H -4.26688 3.57160 0.52284
C 3.66004 0.33171 2.11700
C -4.48451 1.24231 -1.01355
C -4.87920 -0.59084 3.42280
H 3.85527 3.27796 1.45157
H -3.09723 3.56918 -0.79557
C -0.38764 -2.80344 -2.73106
C 2.08085 1.34928 -3.37394
H 0.36832 -6.51979 -2.15476
H 2.44806 0.58468 -4.05035
H 2.43314 2.65150 2.28654
C -3.18982 -0.32064 1.70077
H 2.39016 -5.41669 0.07345
H -4.19303 1.60445 -1.99796
*
```

***

Table of E (eV), in record order: -140215.2589, -108882.4019
Table of energy relative to the best compared isomer or geometry (same formula, charge and spin) (kJ/mol), in record order: 0.0, 10.9